Record 1
Density functional theory data (ωB97M-V with the def2-TZVPD basis set) for C7H26FeN10O6 as an isolated structure in a non-equilibrium geometry.

Structure (ORCA input):
```
! RIJCOSX wB97M-V def2-TZVPD def2/J DEFGRID3
* xyz 2 5
Fe 0.10 0.22 -0.48
C -2.43 -1.73 0.20
O -1.45 -1.06 0.30
N -2.85 -2.26 -0.95
N -3.02 -2.16 1.24
H -2.32 -1.89 -1.72
H -3.45 -3.07 -1.01
H -2.50 -2.26 2.10
H -4.00 -2.41 1.18
C 3.03 1.64 -0.73
O 1.85 1.26 -0.82
N 3.38 2.87 -0.49
N 4.10 0.86 -0.80
H 4.35 3.10 -0.60
H 2.56 3.46 -0.54
H 4.10 -0.13 -1.02
H 5.00 1.31 -0.71
C 0.78 -2.98 -1.14
O 0.79 -1.74 -0.99
N 0.22 -3.89 -0.29
N 1.27 -3.66 -2.10
H 0.51 -4.85 -0.34
H -0.21 -3.60 0.58
H 1.38 -4.65 -1.94
H 1.70 -3.19 -2.88
C -2.03 0.50 -2.78
O -1.02 0.66 -2.14
N -3.24 0.73 -2.28
N -2.01 0.13 -4.03
H -3.37 1.13 -1.36
H -4.08 0.53 -2.80
H -2.90 -0.05 -4.46
H -1.21 -0.21 -4.54
C 1.09 -0.35 2.53
O 1.01 -0.51 1.34
N 0.06 -0.47 3.30
N 2.16 -0.05 3.15
H -0.87 -0.27 2.95
H 0.30 -0.37 4.28
H 2.91 0.14 2.50
H 2.21 0.18 4.13
C -0.18 4.19 1.66
C 0.08 2.63 1.72
O -0.58 1.99 0.59
H -1.16 4.23 2.12
H -0.09 4.54 0.63
H 0.49 4.67 2.37
H -0.08 2.25 2.72
H 1.14 2.40 1.58
H -1.50 2.17 0.75
*
```

Electronic energy, a.u.: -2544.752569
<S²>: 6.0059
Lowest unoccupied orbital energy (spin up / spin down), eV: -4.594 / -4.603
Largest force on an atom, hartree/bohr: 0.104

Record 2
Density functional theory data (ωB97M-V with the def2-TZVPD basis set) for C40H44N4STb as an isolated structure in a non-equilibrium geometry.

Structure (ORCA input):
```
! RIJCOSX wB97M-V def2-TZVPD def2/J DEFGRID3
* xyz -1 7
Tb 0.57 0.21 -0.56
N -1.20 -2.77 1.23
N 3.06 -1.59 -1.25
C 0.81 2.45 -0.52
C 2.20 1.99 -0.41
C 2.35 1.29 0.85
C 3.66 0.71 1.35
H 4.40 0.77 0.56
H 3.56 -0.33 1.67
H 3.99 1.30 2.21
C 1.10 1.28 1.54
C 0.80 0.72 2.90
H 0.80 1.55 3.60
H 1.55 0.00 3.20
H -0.17 0.24 2.93
C 0.10 2.01 0.71
C -1.34 2.21 0.97
H -1.78 1.31 1.42
H -1.91 2.41 0.07
H -1.40 3.01 1.68
C 3.30 2.28 -1.37
H 3.98 3.00 -0.91
H 2.92 2.71 -2.29
H 3.86 1.37 -1.60
C 0.19 3.24 -1.63
H -0.83 2.91 -1.83
H 0.77 3.17 -2.54
H 0.17 4.27 -1.28
C -2.04 -3.73 1.12
H -2.83 -3.81 1.85
C -1.89 -4.67 0.09
H -2.58 -5.49 0.03
C -0.85 -4.51 -0.82
H -0.69 -5.22 -1.64
C 0.03 -3.46 -0.70
H 0.87 -3.27 -1.34
C -0.15 -2.56 0.39
C 0.70 -1.63 0.72
H 1.44 -1.54 1.47
C 2.22 -0.75 -1.75
C 3.70 -2.08 -2.38
H 4.47 -2.77 -2.27
C 3.19 -1.52 -3.51
H 3.37 -1.59 -4.52
N 2.17 -0.65 -3.10
C 1.30 0.15 -3.93
C 1.87 1.26 -4.56
C 1.05 2.01 -5.41
H 1.46 2.90 -5.90
C -0.29 1.67 -5.63
C -1.18 2.52 -6.50
H -2.08 2.83 -5.95
H -1.51 1.99 -7.40
H -0.67 3.43 -6.82
C -0.79 0.51 -5.03
H -1.82 0.20 -5.21
C -0.01 -0.27 -4.17
C -0.53 -1.54 -3.57
H -0.41 -2.40 -4.25
H -1.60 -1.47 -3.33
H 0.00 -1.83 -2.64
C 3.30 1.63 -4.33
H 3.95 1.37 -5.18
H 3.71 1.09 -3.48
H 3.42 2.71 -4.15
N -1.74 -0.43 0.77
S -2.63 -0.71 2.19
C -2.00 -1.88 3.54
C -2.99 -2.47 4.31
C -2.66 -3.37 5.34
C -1.32 -3.67 5.60
C -0.32 -3.08 4.83
C -0.66 -2.18 3.80
C -2.74 0.76 3.39
C -3.64 1.79 3.09
C -3.75 2.91 3.93
C -2.96 3.00 5.08
C -2.08 1.97 5.39
C -1.97 0.85 4.54
H -2.24 -0.62 -0.12
H -4.04 -2.26 4.12
H -3.44 -3.83 5.94
H -1.05 -4.37 6.40
H 0.73 -3.32 5.02
H 0.16 -1.79 3.22
H -4.27 1.74 2.19
H -4.44 3.71 3.69
H -3.03 3.87 5.74
H -1.46 2.02 6.29
H -1.27 0.08 4.85
*
```

Electronic energy, a.u.: -2991.882129
<S²>: 12.1494
Lowest unoccupied orbital energy (spin up / spin down), eV: 2.324 / 2.314
Largest force on an atom, hartree/bohr: 0.152

Record 3
Density functional theory data (ωB97M-V with the def2-TZVPD basis set) for C11H32N2O5P2Pb as an isolated structure in a non-equilibrium geometry.

Structure (ORCA input):
```
! RIJCOSX wB97M-V def2-TZVPD def2/J DEFGRID3
* xyz 0 1
O -0.18 3.85 0.16
H -0.32 4.80 0.32
Pb -0.05 0.62 -0.59
N -0.93 -0.26 -2.68
N 1.23 -1.46 -1.67
O -2.05 0.29 -3.32
O 2.53 -1.95 -1.42
C -0.35 -1.21 -3.42
C 0.86 -1.81 -2.89
C -0.93 -1.62 -4.72
C 1.70 -2.76 -3.65
H -1.74 -0.93 -4.99
H -1.34 -2.64 -4.64
H -0.17 -1.63 -5.51
H 2.28 -3.39 -2.97
H 2.41 -2.21 -4.29
H 1.08 -3.39 -4.31
H -2.37 0.97 -2.69
H 2.81 -1.54 -0.58
O -0.90 -2.41 0.12
H -1.68 -2.87 -0.23
H -0.23 -2.43 -0.59
C 1.61 2.09 -1.30
H 1.42 3.15 -1.10
H 1.69 1.90 -2.38
H 2.54 1.76 -0.81
O -1.43 2.44 -1.42
H -0.96 3.17 -0.75
H -1.35 2.79 -2.32
C 1.98 0.15 3.69
P 1.10 -0.57 2.26
C 2.00 -2.15 2.09
C -0.44 -1.15 3.10
C -1.53 -0.07 3.21
P -1.47 1.22 1.92
C -3.15 1.87 1.76
C -0.48 2.62 2.37
H 3.01 0.34 3.39
H 1.52 1.10 3.99
H 1.96 -0.55 4.53
H 2.08 -2.63 3.08
H 1.47 -2.81 1.40
H 3.01 -1.95 1.71
H -0.81 -2.00 2.51
H -0.15 -1.52 4.10
H -2.52 -0.55 3.09
H -1.52 0.43 4.20
H -3.38 2.50 2.63
H -3.22 2.45 0.84
H -3.86 1.03 1.72
H -0.33 3.30 1.29
H -1.00 3.26 3.09
H 0.54 2.36 2.68
*
```

Electronic energy, a.u.: -1799.359448
Energy above the lowest of the compared OMol25 structures with the same formula, charge and spin, kJ/mol: 55.1
Lowest unoccupied orbital energy (spin up / spin down), eV: -0.813 / -0.815
Largest force on an atom, hartree/bohr: 0.072

Record 4
Density functional theory data (ωB97M-V with the def2-TZVPD basis set) for a 2-piece molecular cluster, CH4NO overall in a non-equilibrium geometry.

Structure (ORCA input):
```
! RIJCOSX wB97M-V def2-TZVPD def2/J DEFGRID3
* xyz -1 1
N -0.27 -0.78 0.27
C -1.32 -0.09 0.27
O 2.14 0.24 -0.13
H -2.29 -0.28 -0.23
H 1.17 0.00 0.13
H 2.02 -0.02 -1.06
H -1.45 0.93 0.75
*
```

Electronic energy, a.u.: -170.453768
Energy above the lowest of the compared OMol25 structures with the same formula, charge and spin, kJ/mol: 69.0
Lowest unoccupied orbital energy, eV: 5.156
Largest force on an atom, hartree/bohr: 0.026

Record 5
Density functional theory data (ωB97M-V with the def2-TZVPD basis set) for C42H45AsGeN2O3S4SbSeW as an isolated structure in a non-equilibrium geometry.

Structure (ORCA input):
```
! RIJCOSX wB97M-V def2-TZVPD def2/J DEFGRID3
* xyz -1 3
W -0.36 1.74 -1.05
C -4.21 0.87 1.60
O -2.84 1.01 1.25
C -1.97 1.26 2.27
C -2.38 1.77 3.50
C -1.45 1.97 4.51
C -0.12 1.65 4.30
C 0.28 1.15 3.08
C -0.62 0.97 2.04
N -0.17 0.48 0.77
N 0.68 -0.52 1.02
C 1.51 -0.99 0.07
C 1.46 -0.65 -1.28
O 0.43 0.05 -1.74
C 2.43 -1.12 -2.19
C 3.43 -1.94 -1.78
C 3.50 -2.37 -0.42
C 4.51 -3.25 0.03
C 4.58 -3.65 1.34
C 3.62 -3.18 2.26
C 2.63 -2.33 1.85
C 2.54 -1.91 0.51
H -4.67 1.84 1.79
H -4.31 0.21 2.46
H -4.69 0.42 0.73
H -3.42 2.01 3.66
H -1.78 2.38 5.46
H 0.61 1.80 5.09
H 1.32 0.91 2.89
H 2.33 -0.81 -3.22
H 4.17 -2.30 -2.48
H 5.25 -3.60 -0.69
H 5.36 -4.32 1.67
H 3.67 -3.50 3.29
H 1.89 -1.97 2.55
S -3.19 4.61 -2.29
As -2.63 2.61 -1.84
S -0.21 3.35 0.38
S -1.65 1.37 -3.34
S -4.68 2.19 -1.43
C 0.09 4.43 -3.20
C 0.20 3.20 -2.40
O 1.22 2.54 -2.24
H 0.99 4.59 -3.79
H -0.06 5.26 -2.51
H -0.80 4.39 -3.84
C -3.11 -4.37 2.82
C -3.60 -4.77 1.58
C -3.48 -3.92 0.48
C -2.89 -2.67 0.60
C -2.40 -2.28 1.85
C -2.51 -3.13 2.95
Sb -2.61 -1.32 -1.08
C -1.15 -2.59 -2.01
C -0.33 -3.43 -1.25
C 0.65 -4.20 -1.86
C 0.83 -4.14 -3.23
C 0.03 -3.30 -4.00
C -0.94 -2.52 -3.39
C -4.27 -2.12 -2.22
C -5.48 -1.45 -2.17
C -6.60 -1.93 -2.85
C -6.50 -3.09 -3.60
C -5.29 -3.77 -3.67
C -4.18 -3.29 -2.98
H -3.19 -5.03 3.67
H -4.06 -5.74 1.47
H -3.87 -4.25 -0.48
H -1.91 -1.33 1.97
H -2.11 -2.81 3.91
H -0.46 -3.49 -0.18
H 1.29 -4.84 -1.26
H 1.60 -4.73 -3.71
H 0.18 -3.23 -5.07
H -1.55 -1.85 -3.99
H -5.57 -0.52 -1.62
H -7.53 -1.39 -2.81
H -7.36 -3.47 -4.14
H -5.21 -4.68 -4.25
H -3.24 -3.83 -3.04
C 2.25 5.29 2.47
Ge 3.85 4.92 1.41
C 5.18 4.03 2.53
C 4.61 6.57 0.70
C 3.30 3.76 -0.08
Se 2.86 1.96 0.55
C 4.62 1.17 0.24
H 2.48 5.94 3.32
H 1.84 4.35 2.84
H 1.50 5.77 1.85
H 5.24 4.51 3.50
H 6.17 4.06 2.07
H 4.90 2.99 2.68
H 4.95 7.23 1.50
H 3.87 7.11 0.11
H 5.47 6.35 0.06
H 4.04 3.68 -0.89
H 2.38 4.15 -0.51
H 5.41 1.74 0.74
H 4.81 1.13 -0.83
H 4.59 0.16 0.63
*
```

Electronic energy, a.u.: -10576.933505
<S²>: 2.0455
Energy above the lowest of the compared OMol25 structures with the same formula, charge and spin, kJ/mol: 179.4
Lowest unoccupied orbital energy (spin up / spin down), eV: 1.601 / 0.788
Largest force on an atom, hartree/bohr: 0.021

Record 6
Density functional theory data (ωB97M-V with the def2-TZVPD basis set) for a 4-piece molecular cluster, C18H45ClN3O6 overall in a non-equilibrium geometry.

Structure (ORCA input):
```
! RIJCOSX wB97M-V def2-TZVPD def2/J DEFGRID3
* xyz -1 1
Cl 3.68 6.31 -3.40
C 2.03 -3.33 1.34
O 0.77 -2.70 1.10
C -0.25 -3.10 2.03
C -1.55 -2.48 1.59
N -1.37 -1.03 1.58
C -2.64 -0.34 1.24
C -2.47 1.20 1.35
O -1.57 1.79 0.35
C -1.78 3.16 0.13
H 2.73 -3.04 0.56
H 1.92 -4.41 1.27
H 2.43 -2.95 2.28
H 0.04 -2.77 3.03
H -0.36 -4.19 1.99
H -2.32 -2.65 2.35
H -1.89 -2.83 0.62
H -1.09 -0.72 2.50
H -3.45 -0.67 1.90
H -2.92 -0.63 0.23
H -2.10 1.45 2.34
H -3.48 1.60 1.33
H -1.70 3.69 1.08
H -2.84 3.26 -0.14
H -1.25 3.66 -0.69
C 2.59 -4.34 -5.76
O 2.60 -3.01 -6.28
C 3.27 -2.82 -7.51
C 2.85 -1.53 -8.24
N 3.13 -0.34 -7.41
C 2.56 0.80 -8.13
C 1.02 0.88 -8.22
O 0.36 1.15 -6.98
C -1.03 1.42 -7.21
H 1.96 -4.32 -4.87
H 3.56 -4.79 -5.59
H 2.00 -5.00 -6.40
H 3.01 -3.67 -8.14
H 4.35 -2.76 -7.39
H 1.78 -1.65 -8.46
H 3.21 -1.53 -9.26
H 4.12 -0.14 -7.41
H 3.07 1.00 -9.08
H 2.91 1.71 -7.65
H 0.53 0.03 -8.68
H 0.79 1.66 -8.94
H -1.63 0.52 -7.39
H -1.23 2.21 -7.94
H -1.43 1.94 -6.34
C -4.69 1.98 6.73
O -3.22 1.89 6.95
C -2.85 0.57 7.37
C -1.38 0.41 7.62
N -0.67 0.85 6.44
C 0.76 1.08 6.65
C 1.52 0.88 5.31
O 1.15 1.67 4.18
C 1.29 3.07 4.38
H -5.28 1.31 7.36
H -4.94 1.79 5.69
H -5.01 2.98 7.04
H -3.05 -0.12 6.55
H -3.44 0.24 8.23
H -1.19 -0.66 7.76
H -1.01 0.95 8.49
H -1.11 1.74 6.25
H 1.15 0.33 7.34
H 0.92 2.06 7.08
H 1.50 -0.17 5.01
H 2.57 1.09 5.51
H 2.34 3.33 4.38
H 0.92 3.39 5.35
H 0.79 3.67 3.62
*
```

Electronic energy, a.u.: -1788.553630
Energy above the lowest of the compared OMol25 structures with the same formula, charge and spin, kJ/mol: 284.4
Lowest unoccupied orbital energy, eV: 1.958
Largest force on an atom, hartree/bohr: 0.040

Record 7
Density functional theory data (ωB97M-V with the def2-TZVPD basis set) for C35H44BaFN7O4S6Si as an isolated structure in a non-equilibrium geometry.

Structure (ORCA input):
```
! RIJCOSX wB97M-V def2-TZVPD def2/J DEFGRID3
* xyz -2 1
Ba 0.53 1.20 -0.79
C 1.42 1.45 6.15
C 0.24 0.61 5.67
S 0.04 0.43 3.87
C 1.59 -0.42 3.41
C 2.86 0.45 3.23
S 2.50 2.18 2.80
C 3.66 3.09 3.86
C 3.16 3.44 5.29
S 1.39 3.21 5.64
H 2.35 1.03 5.79
H 1.43 1.43 7.25
H -0.71 1.04 6.00
H 0.34 -0.39 6.09
H 1.33 -0.92 2.48
H 1.76 -1.20 4.15
H 3.46 0.04 2.42
H 3.45 0.46 4.14
H 3.87 4.00 3.30
H 4.58 2.52 3.91
H 3.34 4.50 5.50
H 3.70 2.86 6.04
C -3.00 -0.66 -0.31
C -3.07 0.84 -0.41
C -4.30 1.45 -0.58
C -4.33 2.84 -0.73
C -3.16 3.56 -0.64
C -1.93 2.88 -0.37
N -1.93 1.52 -0.32
N -0.76 3.50 -0.17
Si -0.60 5.07 0.46
C 1.12 5.27 1.21
C -0.78 6.52 -0.77
C -1.84 5.50 1.84
H -3.75 -1.02 0.40
H -2.02 -1.00 0.03
H -3.21 -1.12 -1.28
H -5.20 0.85 -0.63
H -5.27 3.35 -0.92
H -3.15 4.63 -0.77
H 1.89 5.30 0.43
H 1.34 4.43 1.88
H 1.20 6.19 1.79
H -0.24 6.31 -1.70
H -0.34 7.43 -0.34
H -1.82 6.73 -1.02
H -1.70 4.86 2.72
H -2.87 5.37 1.50
H -1.72 6.54 2.16
F -3.71 1.02 -5.64
C -2.76 0.09 -5.77
C -1.55 0.28 -5.21
N -0.53 -0.64 -5.33
C 0.76 -0.38 -4.70
C 0.56 0.28 -3.31
O -0.11 -0.38 -2.49
O 1.04 1.42 -3.15
C -0.72 -1.82 -6.03
O 0.16 -2.65 -6.19
N -1.98 -1.98 -6.55
C -3.07 -1.10 -6.52
O -4.11 -1.37 -7.09
H -1.33 1.17 -4.65
H 1.38 0.26 -5.33
H 1.25 -1.34 -4.57
H -2.13 -2.85 -7.04
C 3.73 3.00 -0.72
C 4.06 1.60 -0.33
C 5.30 1.09 0.04
C 5.11 -0.29 0.27
C 3.77 -0.55 0.03
C 3.06 -1.87 0.07
N 3.13 0.60 -0.34
H 4.61 3.63 -0.65
H 2.95 3.41 -0.07
H 3.35 3.05 -1.76
H 6.22 1.66 0.13
H 5.86 -1.01 0.57
H 3.80 -2.68 0.11
H 2.44 -2.01 -0.82
H 2.41 -1.98 0.94
S 0.73 -8.48 0.46
C 0.05 -7.00 0.80
S 0.87 -5.77 1.71
C -0.52 -4.60 1.44
N -1.43 -5.18 0.72
N -1.13 -6.49 0.38
C -2.11 -7.11 -0.44
C -2.44 -8.46 -0.33
C -3.41 -9.00 -1.16
C -4.07 -8.21 -2.08
C -3.77 -6.86 -2.17
C -2.80 -6.31 -1.35
S -0.50 -3.08 2.11
H -1.94 -9.08 0.39
H -3.66 -10.05 -1.06
H -4.83 -8.64 -2.73
H -4.29 -6.23 -2.88
H -2.56 -5.26 -1.40
*
```

Electronic energy, a.u.: -4848.626412
Energy above the lowest of the compared OMol25 structures with the same formula, charge and spin, kJ/mol: 139.1
Lowest unoccupied orbital energy, eV: 3.562
Largest force on an atom, hartree/bohr: 0.069